C2H5NS2 in the gas phase in a non-equilibrium geometry. Source: the OMol25 dataset; level of theory: ωB97M-V/def2-TZVPD.

Cartesian coordinates (Å):
H  3.0418  1.9246  -0.0371
N  2.7449  1.0268  -0.3427
C  1.6866  0.4801  0.0302
S  1.1986  -1.1212  -0.3308
C  -0.8180  -1.0043  0.2150
S  -1.7479  0.3369  -0.4846
H  1.0314  1.0687  0.6561
H  -0.8470  -1.0001  1.3813
H  -1.1924  -1.9958  -0.1804
H  -2.3009  -0.4378  -1.5533

relative energy (zero: lowest compared OMol25 entry of this formula, charge and spin): 1.877 eV
E_LUMO: 0.45 eV
gap between HOMO and LUMO: 9.521 eV
structure (SMILES): [H]/N=C/SCS

Results of the Mulliken charge analysis, in e, for atoms 1 through 6: number 1, H, carries 0.24; number 2, N, carries -0.58; number 3, C, carries 0.10; number 4, S, carries -0.08; number 5, C, carries -0.61; number 6, S, carries -0.14